{
  "formula": "C6H29NO10",
  "method": "wB97M-V/def2-TZVPD",
  "total_energy_ha": -1052.893511,
  "charge": 1,
  "mol_weight_g_mol": 275.30,
  "e_above_lowest_kcal_mol": 0.0,
  "multiplicity": 2,
  "s_squared": 0.76,
  "e_lumo_ev": [-3.00, -6.86],
  "elements": ["C", "C", "C", "N", "C", "C", "C", "H", "H", "H", "H", "H", "H", "H", "H", "H", "H", "H", "O", "H", "H", "O", "H", "H", "O", "H", "H", "O", "H", "H", "O", "H", "H", "O", "H", "H", "O", "H", "H", "O", "H", "H", "O", "H", "H", "O"],
  "positions_angstrom": [[-2.719, -1.742, -1.390], [-1.642, -0.765, -1.238], [-0.595, -0.637, -0.317], [-0.095, 0.623, -0.361], [-0.603, 1.239, -1.530], [-1.572, 0.413, -2.069], [0.000, 2.482, -2.010], [-2.343, -2.772, -1.217], [-3.555, -1.618, -0.698], [-3.126, -1.870, -2.409], [-0.105, -1.325, 0.388], [0.692, 0.937, 0.191], [-2.155, 0.606, -2.934], [-0.653, 3.397, -2.052], [0.918, 2.791, -1.516], [0.371, 2.328, -3.042], [-1.765, -2.334, 3.351], [-0.360, -2.860, 3.579], [-0.959, -2.194, 3.934], [0.046, 0.509, 2.568], [-0.438, -0.783, 3.269], [0.157, -0.453, 2.550], [-1.961, -1.254, 1.409], [-3.345, -1.819, 1.865], [-2.397, -2.001, 1.892], [2.910, -0.861, -0.205], [2.104, -0.530, 1.174], [2.457, -1.206, 0.564], [2.410, 1.594, 0.639], [2.686, 1.152, 2.130], [1.997, 1.424, 1.514], [1.503, -2.829, -1.255], [3.053, -3.266, -1.016], [2.404, -2.824, -1.575], [-2.857, 1.336, 1.499], [-3.184, 0.755, 0.166], [-3.385, 0.626, 1.102], [3.293, 1.247, -1.358], [4.017, 2.405, -0.903], [3.085, 2.098, -0.913], [-1.001, 3.251, 1.833], [-0.989, 3.154, 0.346], [-1.589, 3.355, 1.072], [3.227, -1.272, -1.903], [2.795, -0.179, -2.974], [3.266, -0.329, -2.150]],
  "atomic_forces_ev_per_a": [[0.0, -2.7, -0.5], [-1.1, 2.4, -2.9], [1.5, 0.7, 1.9], [-0.9, -0.9, -1.9], [1.0, 0.1, 1.4], [0.1, -1.8, 1.7], [0.3, 1.4, -1.1], [-0.1, 0.5, 0.4], [0.2, 0.3, 0.0], [0.2, 0.9, 0.3], [-0.6, 0.2, -0.3], [0.2, 0.0, 0.3], [-0.4, 0.2, -0.5], [0.2, -1.1, 0.0], [-0.1, -0.3, 0.6], [-0.5, 0.0, 0.2], [1.1, 0.4, 0.8], [0.2, 0.0, 0.3], [-1.1, -0.9, 0.1], [0.4, -0.2, 0.0], [0.5, -0.6, -0.2], [-0.4, 1.2, -0.2], [-0.9, -0.7, 1.1], [0.1, 0.2, -0.1], [-0.1, 0.4, -1.3], [-0.2, 0.8, 0.3], [0.5, -0.1, -0.6], [-0.7, -0.7, 0.8], [0.7, 0.4, 0.4], [0.0, 0.1, -0.1], [-0.5, 0.1, -0.3], [0.3, -0.4, 0.7], [-0.8, -0.2, 0.4], [0.8, 0.2, -1.3], [-0.3, 0.1, 0.1], [-0.3, 0.0, 0.0], [0.6, 0.1, -0.3], [-0.8, -0.3, -0.1], [-0.8, 0.6, 0.4], [1.6, -0.4, -0.4], [-0.2, 0.3, 0.1], [-0.1, 0.2, -0.1], [0.4, -0.5, 0.1], [-0.5, -0.2, -0.8], [0.0, -0.5, -0.1], [0.4, 0.7, 0.3]],
  "lowdin_spin": [0.03, 0.19, 0.32, 0.04, 0.25, 0.04, 0.05, 0.00, 0.01, 0.00, 0.01, 0.00, 0.00, 0.02, 0.00, 0.01, 0.00, 0.00, 0.00, 0.00, 0.00, 0.01, 0.00, 0.00, 0.01, 0.00, 0.00, 0.00, 0.00, 0.00, 0.00, 0.00, 0.00, 0.00, 0.00, 0.00, 0.01, 0.00, 0.00, 0.00, 0.00, 0.00, 0.00, 0.00, 0.00, 0.00]
}

{
  "formula": "C4H5NOS",
  "method": "wB97M-V/def2-TZVPD",
  "total_energy_ha": -683.555115,
  "charge": 0,
  "mol_weight_g_mol": 115.16,
  "e_above_lowest_kcal_mol": 33.1,
  "smiles": "C=CNC(=O)C=S",
  "e_lumo_ev": -1.10,
  "elements": ["C", "C", "N", "C", "O", "C", "S", "H", "H", "H", "H", "H"],
  "positions_angstrom": [[2.166, -0.846, -0.169], [0.860, -0.570, 0.074], [0.293, 0.687, -0.212], [-1.065, 1.093, -0.117], [-1.426, 2.216, -0.315], [-2.084, 0.074, 0.350], [-2.417, -1.350, -0.337], [2.539, -1.874, 0.013], [2.810, -0.086, -0.565], [0.160, -1.304, 0.422], [0.903, 1.500, -0.278], [-2.738, 0.460, 1.134]],
  "atomic_forces_ev_per_a": [[-1.8, -0.8, 0.7], [1.5, 0.2, -0.8], [-1.4, 0.9, 0.4], [1.7, -1.9, 0.7], [-0.1, 0.8, -0.3], [-0.4, -0.4, -0.5], [0.2, 0.5, 0.2], [-0.2, 1.0, -0.1], [0.4, 0.1, -0.1], [0.0, -0.2, 0.1], [-0.1, -0.4, -0.3], [0.2, 0.1, 0.0]],
  "lowdin_charge": [0.01, -0.21, 0.07, -0.53, 0.09, -0.55, 0.74, 0.06, 0.04, 0.06, 0.15, 0.06]
}

{
  "formula": "C50H54Br4Ge2MoS4",
  "method": "wB97M-V/def2-TZVPD",
  "total_energy_ha": -18048.261521,
  "charge": 2,
  "mol_weight_g_mol": 1344.03,
  "e_above_lowest_kcal_mol": 8.2,
  "multiplicity": 3,
  "s_squared": 2.04,
  "e_lumo_ev": [-7.62, -7.04],
  "elements": ["Mo", "Br", "C", "Br", "H", "H", "Br", "C", "Br", "H", "H", "C", "C", "C", "C", "C", "C", "C", "C", "C", "C", "C", "C", "C", "C", "C", "Ge", "S", "S", "Ge", "S", "S", "C", "C", "C", "C", "C", "C", "C", "C", "C", "C", "C", "C", "C", "C", "C", "C", "C", "C", "C", "C", "C", "C", "C", "C", "C", "C", "C", "C", "C", "C", "C", "C", "C", "H", "H", "H", "H", "H", "H", "H", "H", "H", "H", "H", "H", "H", "H", "H", "H", "H", "H", "H", "H", "H", "H", "H", "H", "H", "H", "H", "H", "H", "H", "H", "H", "H", "H", "H", "H", "H", "H", "H", "H", "H", "H", "H", "H", "H", "H", "H", "H", "H", "H"],
  "positions_angstrom": [[-2.259, -2.111, 0.432], [-3.647, -4.263, -0.571], [-3.664, -4.185, -2.533], [-4.993, -3.004, -3.213], [-3.895, -5.192, -2.834], [-2.680, -3.871, -2.841], [-4.843, -1.478, 1.551], [-4.156, -2.032, 3.263], [-2.756, -3.325, 2.935], [-4.942, -2.498, 3.837], [-3.715, -1.176, 3.749], [2.737, -3.768, -5.294], [2.905, -3.255, -3.881], [3.500, -2.025, -3.615], [3.728, -1.582, -2.317], [4.430, -0.263, -2.072], [3.331, -2.397, -1.248], [2.734, -3.643, -1.492], [2.424, -4.640, -0.388], [2.514, -4.036, -2.809], [3.663, -2.020, 0.162], [4.954, -2.209, 0.648], [5.245, -2.011, 1.989], [4.244, -1.652, 2.882], [2.937, -1.463, 2.443], [2.682, -1.611, 1.070], [0.928, -1.310, 0.331], [-0.324, -3.160, -0.091], [-0.941, -0.290, 1.365], [-1.138, 0.784, -0.727], [-2.677, -0.764, -1.350], [0.876, 0.090, -1.382], [-1.429, 2.659, -1.023], [-0.828, 3.263, -2.133], [-0.997, 4.638, -2.280], [-1.745, 5.372, -1.374], [-2.363, 4.742, -0.301], [-2.225, 3.373, -0.111], [-2.951, 2.741, 1.035], [-4.261, 2.279, 0.858], [-4.947, 2.295, -0.494], [-4.981, 1.871, 1.980], [-4.433, 1.882, 3.252], [-5.271, 1.525, 4.459], [-3.112, 2.303, 3.398], [-2.370, 2.758, 2.314], [-0.976, 3.300, 2.516], [-0.064, 2.527, -3.185], [1.316, 2.702, -3.280], [2.092, 3.512, -2.258], [1.988, 2.143, -4.365], [1.324, 1.435, -5.354], [2.046, 0.933, -6.584], [-0.048, 1.254, -5.224], [-0.762, 1.801, -4.166], [-2.276, 1.687, -4.145], [1.883, -1.085, 3.430], [1.171, -2.072, 4.118], [1.375, -3.554, 3.867], [0.280, -1.673, 5.117], [0.066, -0.339, 5.423], [-0.880, 0.064, 6.531], [0.783, 0.624, 4.716], [1.706, 0.273, 3.741], [2.530, 1.328, 3.037], [3.132, -3.066, -6.027], [1.685, -3.953, -5.525], [3.264, -4.716, -5.419], [3.824, -1.402, -4.447], [4.549, 0.287, -3.006], [5.426, -0.414, -1.650], [3.877, 0.366, -1.368], [2.533, -4.220, 0.612], [3.105, -5.492, -0.455], [1.412, -5.036, -0.489], [2.069, -5.013, -2.999], [5.725, -2.550, -0.037], [6.257, -2.166, 2.348], [4.470, -1.523, 3.936], [-0.536, 5.127, -3.135], [-1.862, 6.442, -1.513], [-2.976, 5.312, 0.392], [-4.241, 2.332, -1.323], [-5.597, 3.171, -0.583], [-5.579, 1.412, -0.619], [-6.022, 1.575, 1.851], [-6.102, 0.864, 4.197], [-5.713, 2.425, 4.894], [-4.674, 1.059, 5.248], [-2.665, 2.324, 4.391], [-0.666, 3.190, 3.554], [-0.927, 4.360, 2.262], [-0.245, 2.791, 1.881], [1.536, 3.663, -1.333], [2.343, 4.500, -2.656], [3.031, 3.018, -2.012], [3.063, 2.299, -4.453], [3.129, 1.024, -6.480], [1.750, 1.517, -7.458], [1.800, -0.109, -6.796], [-0.586, 0.715, -6.004], [-2.639, 1.266, -5.083], [-2.747, 2.663, -4.006], [-2.643, 1.041, -3.344], [1.982, -3.753, 2.986], [0.417, -4.063, 3.741], [1.874, -4.023, 4.720], [-0.228, -2.441, 5.699], [-1.584, -0.738, 6.771], [-1.441, 0.965, 6.268], [-0.330, 0.291, 7.449], [0.640, 1.676, 4.956], [2.233, 2.329, 3.344], [2.437, 1.261, 1.948], [3.592, 1.209, 3.265]],
  "atomic_forces_ev_per_a": [[0.4, 0.1, -0.7], [0.0, 0.0, 0.1], [-0.2, 0.3, -0.1], [0.1, 0.0, 0.1], [0.0, -0.2, 0.0], [0.2, 0.1, 0.0], [0.1, 0.1, 0.0], [-0.1, 0.0, -0.1], [0.2, 0.0, 0.0], [-0.1, -0.1, 0.1], [0.1, 0.2, 0.1], [0.0, 0.1, 0.2], [0.0, 0.0, -0.3], [0.1, 0.2, -0.1], [0.1, 0.2, -0.1], [-0.1, -0.1, 0.0], [0.0, 0.0, 0.2], [-0.1, -0.2, 0.2], [0.2, 0.0, -0.2], [-0.2, -0.3, 0.1], [0.0, -0.1, 0.1], [0.0, 0.0, -0.1], [0.0, 0.0, 0.0], [0.0, 0.0, 0.0], [0.2, 0.1, -0.3], [-0.2, 0.0, 0.5], [-0.2, 0.2, -0.2], [-0.6, 0.2, 0.1], [0.2, 0.3, 0.2], [0.5, -0.5, 0.1], [-0.2, -0.2, 0.1], [-0.1, -0.1, -0.1], [-0.4, -0.1, 0.4], [-0.1, 0.1, 0.0], [0.0, 0.1, -0.1], [0.0, 0.0, 0.0], [-0.1, 0.1, 0.0], [0.1, 0.0, -0.2], [0.1, 0.0, -0.1], [-0.1, 0.0, -0.1], [0.0, 0.0, 0.2], [-0.2, 0.0, -0.2], [-0.1, 0.0, 0.2], [0.1, 0.0, -0.1], [0.1, 0.0, 0.1], [0.1, 0.0, 0.0], [-0.1, 0.0, 0.0], [-0.3, 0.1, 0.1], [0.3, 0.1, 0.0], [-0.1, -0.1, -0.2], [0.2, 0.1, 0.1], [0.2, -0.1, -0.2], [0.0, 0.0, 0.2], [-0.3, -0.1, -0.1], [-0.2, -0.1, 0.0], [0.2, 0.1, 0.0], [0.1, -0.1, 0.0], [0.0, -0.1, 0.0], [0.0, 0.2, 0.1], [-0.1, -0.2, 0.0], [-0.1, 0.1, 0.1], [0.1, 0.0, 0.0], [0.0, 0.1, 0.0], [0.0, 0.1, -0.1], [-0.1, -0.1, 0.1], [0.0, 0.0, 0.0], [0.0, 0.0, 0.0], [0.0, 0.0, 0.0], [-0.1, -0.1, 0.1], [0.0, 0.0, 0.0], [0.0, 0.0, 0.0], [0.0, 0.0, 0.0], [0.0, 0.0, 0.0], [0.0, 0.1, 0.0], [0.2, -0.1, 0.0], [0.1, 0.1, 0.0], [-0.1, 0.1, 0.1], [-0.1, 0.0, 0.0], [0.0, 0.0, -0.1], [-0.1, -0.1, 0.1], [0.0, -0.1, 0.0], [0.1, 0.0, -0.1], [0.0, 0.0, 0.0], [0.1, -0.1, 0.0], [0.0, 0.1, 0.0], [0.1, 0.0, 0.0], [0.1, 0.0, 0.0], [0.0, 0.0, 0.0], [0.0, 0.0, -0.1], [-0.1, 0.0, -0.1], [0.0, 0.0, 0.0], [0.0, 0.0, 0.0], [0.0, 0.0, 0.0], [0.0, 0.0, 0.0], [0.0, 0.0, 0.0], [0.0, 0.0, 0.0], [-0.2, 0.0, 0.0], [-0.1, 0.0, 0.0], [0.0, 0.0, 0.1], [0.0, 0.0, 0.0], [0.1, 0.1, 0.1], [0.0, 0.0, 0.0], [0.1, 0.0, 0.0], [0.0, 0.0, 0.0], [0.0, 0.0, 0.0], [0.0, 0.0, 0.0], [0.0, 0.1, -0.1], [0.0, 0.1, -0.1], [0.1, 0.1, -0.1], [0.0, -0.1, 0.0], [0.0, 0.0, -0.1], [0.0, -0.1, 0.0], [0.0, 0.0, 0.0], [0.0, 0.0, 0.0], [0.0, 0.0, 0.0]],
  "lowdin_spin": [1.92, 0.01, 0.01, 0.00, 0.00, 0.00, 0.01, 0.00, 0.01, 0.00, 0.00, 0.00, 0.00, 0.00, 0.00, 0.00, 0.00, 0.00, 0.00, 0.00, 0.00, 0.00, 0.00, 0.00, 0.00, 0.02, 0.03, -0.06, 0.00, 0.04, -0.04, 0.00, 0.02, 0.00, 0.00, 0.00, 0.00, 0.00, 0.00, 0.00, 0.00, 0.00, 0.00, 0.00, 0.00, 0.00, 0.00, 0.00, 0.00, 0.00, 0.00, 0.00, 0.00, 0.00, 0.00, 0.00, 0.00, 0.00, 0.00, 0.00, 0.00, 0.00, 0.00, 0.00, 0.00, 0.00, 0.00, 0.00, 0.00, 0.00, 0.00, 0.00, 0.00, 0.00, 0.00, 0.00, 0.00, 0.00, 0.00, 0.00, 0.00, 0.00, 0.00, 0.00, 0.00, 0.00, 0.00, 0.00, 0.00, 0.00, 0.00, 0.00, 0.00, 0.00, 0.00, 0.00, 0.00, 0.00, 0.00, 0.00, 0.00, 0.00, 0.00, 0.00, 0.00, 0.00, 0.00, 0.00, 0.00, 0.00, 0.00, 0.00, 0.00, 0.00, 0.00]
}